# 1
Molecular formula: C6H16P2Si
Method: DFT, ωB97M-V/def2-TZVPD

## Properties
- HOMO energy (alpha / beta) (eV) = -8.22 / -7.73
- M (g mol⁻¹) = 178.23
- largest force on an atom (hartree/bohr) = 0.01934
- E_LUMO (alpha / beta) (eV) = -1.1 / 0.2
- frontier orbital gap (alpha / beta) (eV) = 7.1 / 8.0

Positions of all 25 atoms, in Å:
C: -0.8587 2.8161 1.2767
C: -1.6922 1.6386 0.7010
C: 0.5709 2.7738 1.0182
C: 1.3024 -3.2291 -0.3162
C: 1.8201 -0.3905 -1.4277
C: -1.0372 -1.5160 -1.4808
Si: 0.5741 -1.4611 -0.4406
P: -1.6245 0.0112 1.6149
P: 0.3507 -0.7298 1.6937
H: -1.2892 3.6917 0.7703
H: -1.0704 2.9111 2.3426
H: -2.7490 1.9245 0.7120
H: -1.4096 1.4367 -0.3340
H: 0.9355 2.6606 0.0151
H: 1.2846 2.7812 1.8186
H: 2.3738 -3.1771 -0.1495
H: 0.8661 -3.7840 0.5089
H: 1.1324 -3.7960 -1.2261
H: 1.4365 0.6059 -1.6207
H: 2.7652 -0.2923 -0.9052
H: 2.0222 -0.8566 -2.3865
H: -1.2160 -2.5191 -1.8525
H: -1.9036 -1.2233 -0.8940
H: -0.9652 -0.8446 -2.3305
H: -1.6190 0.5681 2.8923

Forces on the atoms, in the same order (eV/Å):
C -0.793 -0.183 -0.107
C 0.078 -0.180 0.119
C 0.363 -0.615 0.114
C -0.261 0.686 0.091
C -0.432 -0.380 0.541
C 0.433 0.127 0.627
Si 0.234 -0.268 -0.929
P -0.348 0.294 -0.229
P 0.499 0.163 -0.228
H 0.025 0.143 0.120
H -0.012 0.069 -0.018
H 0.041 -0.048 -0.102
H -0.040 0.060 -0.063
H 0.127 0.033 -0.290
H 0.223 0.084 0.149
H 0.214 0.012 0.070
H -0.105 -0.068 0.126
H -0.046 -0.020 -0.234
H -0.130 0.193 0.021
H 0.194 0.034 0.155
H -0.009 -0.176 -0.222
H 0.000 -0.204 -0.062
H -0.173 0.000 0.034
H 0.058 0.129 -0.148
H -0.138 0.115 0.466


# 2
Molecular formula: C6H7NO2
Method: DFT, ωB97M-V/def2-TZVPD

## Properties
- HOMO energy (eV) = -9.83
- M (g mol⁻¹) = 125.13
- largest force on an atom (hartree/bohr) = 0.09571
- E_LUMO (eV) = -0.4
- relative energy (zero: lowest compared OMol25 entry of this formula, charge and spin) (kcal/mol) = 66.6
- frontier orbital gap (eV) = 9.4

Positions of all 16 atoms, in Å:
C: -1.9909 0.1007 0.6663
C: 0.1991 0.4899 1.5635
C: -0.6129 -0.1609 0.5298
C: -0.1670 0.7534 -1.2976
C: 1.3239 0.8618 -1.4572
C: -0.2989 -1.6412 0.4072
N: -3.0371 0.3033 1.0839
O: 1.1871 0.0287 1.9979
O: -0.9719 0.9834 -2.1981
H: -0.2258 1.5487 1.9500
H: 1.7774 1.1801 -0.4414
H: 1.6318 1.5397 -2.2070
H: 1.8412 -0.0703 -1.7727
H: -0.9691 -2.3160 0.9099
H: 0.6408 -1.7026 0.9167
H: -0.3278 -1.8988 -0.6512

Forces on the atoms, in the same order (eV/Å):
C -0.376 0.420 0.851
C -2.341 3.686 0.446
C -0.064 0.122 -3.146
C -1.878 -0.600 -2.293
C 1.133 -0.403 2.663
C 0.079 0.560 -0.842
N -0.951 0.180 -0.251
O 2.154 -0.760 0.960
O 2.339 -0.959 4.222
H 0.759 -1.868 -0.730
H -0.580 -0.582 -1.704
H -0.207 1.111 -0.787
H -0.817 0.087 0.573
H -0.641 0.132 0.348
H 0.881 -0.750 -0.427
H 0.509 -0.375 0.116


# 3
Molecular formula: C5H5NS
Method: DFT, ωB97M-V/def2-TZVPD

## Properties
- HOMO energy (eV) = -8.91
- M (g mol⁻¹) = 111.17
- largest force on an atom (hartree/bohr) = 0.08290
- E_LUMO (eV) = -1.0
- relative energy (zero: lowest compared OMol25 entry of this formula, charge and spin) (kcal/mol) = 133.0
- frontier orbital gap (eV) = 8.0

Positions of all 12 atoms, in Å:
C: -0.5478 1.0362 -1.3697
C: 0.6411 -1.1822 -0.8680
C: -0.6618 1.8556 1.1628
C: 0.0036 -0.0408 -1.0366
C: 0.8018 -1.6561 0.4604
N: -1.2942 2.0453 -1.3858
S: -1.6504 2.6833 0.1006
H: 0.9321 -1.7986 -1.7202
H: -0.8560 2.4678 2.1857
H: 0.0093 -2.4659 0.8668
H: 1.8264 -2.1423 0.4754
H: 0.7959 -0.8025 1.1286

Forces on the atoms, in the same order (eV/Å):
C -1.595 0.876 -0.145
C -1.597 0.684 -1.920
C -1.299 2.644 1.445
C 0.919 -0.563 -1.005
C 0.868 -3.013 2.888
N 1.070 -1.091 -1.790
S 0.975 -0.345 2.706
H 0.059 0.226 0.095
H 0.101 -1.341 -1.969
H 1.714 1.767 -1.209
H -1.112 0.258 0.532
H -0.102 -0.101 0.372


# 4
Molecular formula: C10H16AuN5O6
Method: DFT, ωB97M-V/def2-TZVPD

## Properties
- multiplicity = 3
- <S²> = 2.01
- HOMO energy (alpha / beta) (eV) = -14.95 / -15.54
- M (g mol⁻¹) = 499.23
- largest force on an atom (hartree/bohr) = 0.00228
- E_LUMO (alpha / beta) (eV) = -6.2 / -9.0
- relative energy (zero: lowest compared OMol25 entry of this formula, charge and spin) (kcal/mol) = 7.8
- frontier orbital gap (alpha / beta) (eV) = 8.8 / 6.5
- charge = +2

Positions of all 38 atoms, in Å:
Au: 1.6228 -0.5491 0.9355
O: 1.7323 -2.1915 -4.9421
C: 1.7298 -1.9307 -3.6455
C: 2.3275 -2.7613 -2.6830
C: 2.2574 -2.3744 -1.3670
N: 1.6498 -1.2507 -0.9834
C: 1.0776 -0.4507 -1.8911
C: 1.0886 -0.7574 -3.2290
C: 0.4055 0.8063 -1.3526
O: -0.3036 1.4659 -2.0707
O: 0.6352 1.0785 -0.0936
C: 2.8497 -3.1488 -0.2139
O: 3.3987 -4.2835 -0.5498
O: 2.8222 -2.7707 0.9388
H: 2.2006 -3.0081 -5.1624
H: 2.8326 -3.6769 -2.9636
H: 0.6148 -0.0942 -3.9395
N: 1.8319 2.3667 2.3239
C: 1.9533 1.3500 3.1797
N: 2.3516 1.5717 4.4308
O: 1.6753 0.1488 2.8579
H: 2.1244 3.2971 2.5690
H: 1.4662 2.2045 1.3943
H: 2.5507 2.4920 4.7825
H: 2.5001 0.7791 5.0329
N: -4.4671 1.9387 0.8088
C: -4.1588 0.7626 -0.0876
C: -2.6702 0.4344 -0.0330
N: -2.1636 0.0004 1.2478
H: -5.4712 2.1117 0.8873
H: -4.0280 2.7927 0.4581
H: -4.1005 1.7564 1.7474
H: -4.4782 1.0353 -1.0919
H: -4.7724 -0.0621 0.2716
H: -2.0838 1.2900 -0.3744
H: -2.5117 -0.3440 -0.7833
H: -2.6707 -0.7356 1.7153
H: -1.8189 0.7071 1.8761

Forces on the atoms, in the same order (eV/Å):
Au 0.057 0.042 0.092
O 0.006 -0.009 0.003
C -0.031 0.054 0.028
C -0.029 0.041 -0.014
C 0.052 -0.064 0.038
N -0.004 0.032 0.014
C -0.041 0.020 -0.037
C 0.028 -0.058 -0.009
C 0.020 0.032 0.040
O 0.005 -0.027 -0.056
O 0.011 -0.029 0.042
C -0.007 -0.043 0.008
O -0.002 0.031 0.005
O -0.007 -0.013 -0.096
H 0.002 -0.005 -0.019
H 0.000 -0.001 -0.002
H 0.004 -0.008 -0.010
N -0.005 0.025 -0.026
C -0.020 -0.053 0.047
N 0.005 0.030 -0.013
O 0.029 0.008 -0.019
H 0.005 -0.003 0.003
H -0.001 0.003 0.000
H 0.005 -0.003 0.001
H -0.005 -0.002 -0.002
N -0.001 0.011 0.018
C -0.018 0.028 -0.008
C 0.021 -0.046 -0.012
N -0.112 0.035 0.005
H 0.002 -0.001 -0.005
H 0.000 -0.002 0.005
H 0.002 -0.003 -0.004
H 0.010 -0.006 0.001
H 0.013 -0.012 -0.007
H -0.005 0.001 -0.006
H -0.018 -0.007 0.004
H 0.016 -0.009 0.008
H 0.012 0.009 -0.017


Look up the largest force on an atom of the fourth one. 0.00228 hartree/bohr


The highest M belongs to which entry? C10H16AuN5O6